[1]
54
Properties=species:S:1:pos:R:3:forces:R:3:mulliken_charge:R:1 method="wB97M-V/def2-TZVPD" smiles="CCOC(=O)[C@H]1CCCN(S(=O)(=O)c2ccc3c(c2)N(C)C(=O)CC(=O)N3C)C1" multiplicity=1 lumo_ha=0.009 total_energy_ha=-1752.95830
C -0.4242 5.8412 1.3590 -0.073 -0.388 -0.038 -1.29
C -0.0806 4.4283 0.9106 0.168 0.394 -0.262 -0.11
O -1.0189 3.4677 1.4038 0.092 -0.107 0.308 -0.29
C -2.1763 3.3732 0.7507 -0.446 -0.059 0.397 0.13
O -2.5302 4.1085 -0.1302 0.035 0.163 -0.110 -0.61
C -3.0175 2.2483 1.3462 -0.011 -0.050 -0.136 0.60
C -4.4573 2.2821 0.8269 0.183 0.191 -0.164 -1.25
C -4.5173 1.8574 -0.6391 -0.022 -0.209 0.126 -0.44
C -3.8888 0.4783 -0.8095 -0.456 0.151 -0.539 -1.03
N -2.5314 0.4460 -0.3071 0.595 0.355 -0.783 0.17
S -1.2913 0.8337 -1.3501 0.223 -0.793 0.261 1.51
O -1.7839 0.7469 -2.6906 -0.236 -0.158 0.003 -0.82
O -0.5799 2.0107 -0.9396 -0.001 -0.214 0.134 -0.54
C -0.2177 -0.5685 -1.0452 -0.075 0.475 -0.073 -0.41
C -0.6164 -1.8273 -1.4530 0.058 -0.116 -0.057 -0.93
C 0.2098 -2.9032 -1.2030 -0.071 0.178 0.070 -0.93
C 1.4354 -2.7464 -0.5478 -0.136 0.569 0.072 0.44
C 1.8333 -1.4574 -0.1370 -0.526 -0.344 -0.239 0.11
C 0.9823 -0.3818 -0.3988 -0.011 0.021 0.047 -0.38
N 3.0744 -1.2073 0.4559 0.177 0.217 -0.173 0.15
C 3.7748 0.0141 0.0971 0.338 0.113 -0.006 -1.25
C 3.6102 -1.9539 1.4708 -0.309 -0.103 0.190 0.72
O 4.6716 -1.6809 1.9779 0.181 -0.021 0.210 -0.65
C 2.7703 -3.1477 1.8750 0.409 -0.170 0.167 -0.87
C 2.9299 -4.1698 0.7704 -0.226 0.111 0.272 0.70
O 3.6017 -5.1680 0.8745 0.125 -0.174 0.157 -0.64
N 2.2571 -3.8656 -0.3837 0.059 -0.106 -0.292 0.12
C 2.2928 -4.8610 -1.4412 0.214 -0.256 -0.121 -1.27
C -2.3777 0.8776 1.0585 0.298 0.180 0.614 -1.50
H -1.3759 6.1453 0.9317 -0.026 0.062 -0.019 0.30
H 0.3482 6.5258 1.0206 0.093 0.103 -0.017 0.41
H -0.4902 5.8885 2.4438 0.030 0.050 0.090 0.32
H 0.8812 4.1097 1.3179 -0.096 0.007 -0.086 0.37
H -0.0647 4.3560 -0.1803 0.076 0.004 0.160 0.29
H -3.0026 2.3969 2.4314 0.041 -0.028 -0.089 0.51
H -5.0669 1.6048 1.4310 -0.025 0.012 0.051 0.45
H -4.8555 3.2921 0.9328 -0.045 -0.051 0.073 0.42
H -5.5527 1.8342 -0.9811 -0.014 0.006 -0.048 0.42
H -3.9654 2.5764 -1.2448 -0.091 -0.002 -0.057 0.28
H -4.4638 -0.2794 -0.2641 0.066 -0.003 -0.041 0.40
H -3.8369 0.2045 -1.8629 -0.238 -0.085 0.084 0.50
H -1.5557 -1.9437 -1.9667 -0.145 -0.136 -0.084 0.51
H -0.0917 -3.8890 -1.5178 -0.020 -0.104 -0.037 0.45
H 1.2511 0.6216 -0.1120 0.133 0.102 0.079 0.79
H 3.6101 0.2359 -0.9548 -0.024 0.003 0.008 0.38
H 4.8355 -0.1525 0.2827 -0.112 0.094 -0.055 0.40
H 3.4497 0.8588 0.7076 0.012 0.028 -0.018 0.38
H 3.1751 -3.5636 2.7967 -0.043 0.065 -0.162 0.35
H 1.7245 -2.8656 2.0008 0.006 -0.008 0.011 0.36
H 1.5029 -5.6054 -1.3212 0.006 -0.007 -0.040 0.37
H 2.1991 -4.3726 -2.4084 -0.029 0.005 0.015 0.40
H 3.2522 -5.3733 -1.3742 -0.129 0.024 -0.074 0.41
H -2.8477 0.1235 1.7016 0.085 0.058 -0.040 0.52
H -1.3090 0.9115 1.2745 -0.068 -0.051 0.263 0.56

=====

[2]
48
Properties=species:S:1:pos:R:3:forces:R:3:mulliken_charge:R:1 method="wB97M-V/def2-TZVPD" total_charge=+2 multiplicity=1 lumo_ha="-0.297 / -0.381" total_energy_ha=-1095.43938
C -4.5639 0.1079 0.3095 -0.725 -0.096 -0.241 -0.42
C -4.5080 1.4083 -0.4905 -0.522 0.193 0.271 -0.81
H -4.7158 -0.7581 -0.3512 0.181 0.148 0.254 0.34
H -5.4132 0.1268 1.0116 0.276 -0.012 -0.262 0.37
H -3.7006 -0.0777 0.9601 -0.064 0.053 0.012 -0.35
H -3.6425 1.4978 -1.1510 -0.004 -0.025 -0.164 0.22
H -5.3971 1.4882 -1.1302 0.303 -0.074 0.121 0.36
H -4.5297 2.2822 0.1707 0.095 -0.125 -0.137 0.27
C 0.9739 -3.0259 0.0672 0.486 -0.461 -0.196 -0.16
C 1.9610 -4.0145 -0.1161 -0.200 0.488 -0.045 -0.75
C 3.0450 -3.7063 -0.9430 -0.202 0.094 0.016 -0.49
C 3.1038 -2.4428 -1.5334 -0.543 0.322 0.311 -0.70
H 0.0998 -3.2391 0.6905 0.295 0.089 -0.216 0.36
H 1.8606 -4.9861 0.3775 0.068 0.426 -0.242 0.40
H 3.8429 -4.4303 -1.1358 -0.379 0.242 0.105 0.44
H 3.9226 -2.1691 -2.1882 -0.058 -0.270 0.180 0.32
N 1.0382 -1.8144 -0.4920 -0.195 0.137 0.035 0.15
C 2.0932 -1.4967 -1.2665 0.085 -0.844 0.114 0.56
C 2.1830 -0.0985 -1.7805 -0.185 0.501 -0.143 0.43
N 1.1641 0.7431 -1.4607 0.173 0.237 -0.099 0.15
C 1.2891 2.0341 -1.8076 0.258 0.106 -0.250 0.12
C 3.4264 1.6952 -2.8412 -0.444 -0.416 0.249 -0.53
C 2.3967 2.5674 -2.4819 -0.263 -0.437 0.220 -0.89
H 0.4532 2.6849 -1.5219 0.463 -0.174 -0.243 0.17
H 2.4308 3.6283 -2.7159 0.013 -0.233 0.042 0.44
C 3.3121 0.3453 -2.5021 -0.687 0.022 0.440 -0.66
H 4.0837 -0.3768 -2.7657 -0.163 0.478 0.038 0.31
H 4.3093 2.0294 -3.3685 -0.067 0.140 -0.025 0.47
Pb -1.4544 0.2335 -0.0157 2.667 -1.430 0.128 1.29
C -1.5038 2.4684 0.3555 1.123 2.630 0.464 -1.23
H -1.4943 2.9541 -0.6339 -0.322 -0.463 0.293 0.48
H -0.4768 2.4316 0.7883 -0.648 -0.102 -0.241 0.44
H -2.2037 2.9599 1.0594 0.034 -0.899 -0.447 0.43
C -2.1892 -0.6524 3.1110 -0.562 -0.444 0.150 -1.31
C -0.8106 -0.1523 3.1731 1.207 0.431 -0.887 0.89
C -0.0665 0.0170 4.3538 1.573 0.411 0.553 -0.82
C 1.2163 0.4132 3.9819 -1.552 -0.454 1.121 -0.84
C 1.2322 0.4964 2.5748 -0.980 -0.366 -0.512 0.23
C 2.4291 0.7902 1.7798 0.218 0.060 -0.709 -0.71
N -0.0211 0.1776 2.1003 -1.114 -0.239 -1.112 0.11
H -2.5153 -1.0733 2.1482 0.300 0.105 0.182 0.39
H -2.9097 0.1174 3.4153 0.062 -0.062 -0.026 0.31
H -2.2937 -1.4779 3.8316 -0.047 0.250 -0.145 0.44
H -0.4736 -0.1654 5.3300 0.164 -0.003 0.298 0.54
H 2.0701 0.6125 4.5949 0.158 0.026 0.336 0.55
H 2.8165 1.7909 2.0030 -0.035 -0.101 0.117 0.41
H 3.2248 0.0779 2.0343 -0.118 0.130 0.090 0.42
H 2.2622 0.7232 0.7040 -0.126 0.011 0.205 -0.12

=====

[3]
53
Properties=species:S:1:pos:R:3:forces:R:3:mulliken_charge:R:1 method="wB97M-V/def2-TZVPD" smiles="CCn1c(CC(=O)Nc2ccc(C)cc2)nnc1SCC(=O)N1CCOCC1" multiplicity=1 lumo_ha=0.016 total_energy_ha=-1636.72987
C 3.1196 0.3427 -3.4732 -0.223 0.031 0.077 -0.99
C 1.8079 0.5189 -2.7144 0.165 0.067 -0.573 -0.77
N 1.9997 0.3710 -1.2958 -0.024 -0.213 0.878 0.31
C 2.3105 1.3154 -0.3563 0.184 -0.308 0.050 0.69
C 2.4405 2.7683 -0.5945 -0.266 0.271 -0.027 -0.92
C 1.1734 3.5049 -0.1058 0.497 -0.236 -0.224 0.75
O 0.5744 4.2699 -0.8281 -0.193 0.259 -0.162 -0.66
N 0.8742 3.1868 1.1693 0.140 -0.179 0.381 -0.07
C -0.1945 3.6315 1.9586 -0.302 0.222 0.071 0.67
C -0.3821 3.0166 3.1947 0.028 0.025 -0.086 -0.61
C -1.4110 3.4183 4.0209 0.008 0.074 -0.106 -0.75
C -2.2766 4.4393 3.6414 -0.042 0.028 -0.046 0.74
C -3.3821 4.8726 4.5557 0.053 -0.002 0.044 -1.37
C -2.0792 5.0443 2.4082 0.012 -0.143 0.208 -0.79
C -1.0521 4.6527 1.5683 0.114 0.026 -0.191 -0.35
N 2.3980 0.7571 0.8220 0.333 1.040 0.016 -0.71
N 2.1731 -0.5597 0.6924 -0.166 -0.863 -0.179 -0.50
C 1.9379 -0.7857 -0.5693 0.019 0.096 0.142 0.18
S 1.6071 -2.3286 -1.2942 -0.030 -0.358 -0.225 -0.17
C 1.2812 -3.3045 0.2160 -0.001 0.220 -0.105 -1.08
C -0.1954 -3.6470 0.3339 0.322 0.112 0.164 0.99
O -0.8876 -3.1232 1.1831 -0.040 0.209 0.208 -0.65
N -0.6831 -4.5699 -0.5253 -0.254 -0.304 -0.126 0.04
C -0.0150 -5.1707 -1.6571 -0.095 0.089 -0.423 -0.77
C -0.7202 -4.7236 -2.9466 0.341 -0.088 0.064 -0.40
O -2.0876 -5.0516 -2.9215 -0.032 -0.125 -0.121 -0.39
C -2.7358 -4.4500 -1.8218 -0.078 -0.027 0.391 -0.54
C -2.0992 -4.8884 -0.5003 -0.347 0.183 -0.131 -0.73
H 3.5260 -0.6500 -3.2933 0.077 -0.068 -0.003 0.29
H 2.9453 0.4605 -4.5386 0.032 0.006 -0.135 0.39
H 3.8506 1.0823 -3.1539 0.070 0.046 0.007 0.32
H 1.0891 -0.2422 -3.0319 -0.038 0.193 0.049 0.38
H 1.3793 1.5067 -2.9020 -0.057 -0.163 0.020 0.38
H 3.2874 3.1515 -0.0218 0.025 -0.058 -0.090 0.38
H 2.5873 2.9966 -1.6491 -0.038 0.081 0.101 0.28
H 1.4384 2.4506 1.5894 -0.084 0.108 -0.158 0.23
H 0.2805 2.2183 3.4977 0.071 -0.099 0.039 0.37
H -1.5482 2.9317 4.9758 -0.006 -0.068 0.098 0.38
H -3.9382 4.0103 4.9197 -0.096 -0.006 0.049 0.35
H -2.9723 5.3935 5.4212 -0.062 0.054 0.078 0.29
H -4.0690 5.5431 4.0456 -0.081 0.042 0.015 0.34
H -2.7397 5.8391 2.0927 -0.074 0.075 -0.027 0.29
H -0.9160 5.1308 0.6127 0.017 0.001 -0.034 0.48
H 1.9126 -4.1914 0.1849 0.005 0.063 0.018 0.53
H 1.5632 -2.6602 1.0490 -0.067 -0.200 -0.007 0.42
H 1.0347 -4.8910 -1.7038 0.036 -0.078 0.039 0.49
H -0.0938 -6.2608 -1.5662 0.112 0.067 -0.047 0.30
H -0.2967 -5.2356 -3.8118 0.042 0.051 0.035 0.35
H -0.5903 -3.6368 -3.0660 -0.005 -0.086 0.003 0.26
H -3.7788 -4.7645 -1.8721 0.034 0.071 0.045 0.34
H -2.6799 -3.3542 -1.9063 -0.024 -0.074 0.020 0.31
H -2.5519 -4.3656 0.3424 0.024 -0.107 -0.090 0.40
H -2.2156 -5.9699 -0.3751 -0.034 0.043 0.003 0.31